(1)
The following is a quantum chemistry calculation of a structure of composition C32H50DyN3O3S at a distorted geometry, from OMol25.

- F_max (eV/A) = 1.68
- LUMO (spin up / spin down) (eV) = -7.5 / -7.5
- total energy (eV) = -79516.851
- frontier orbital gap (spin up / spin down) (eV) = 5.89 / 5.75

Geometry as ORCA input:
```
! wB97M-V def2-TZVPD RIJCOSX def2/J DEFGRID3
* xyz 2 6
Dy -2.638 -0.350 -0.214
C 3.597 1.229 4.080
C 3.434 -0.062 3.262
C 3.746 -1.279 4.146
C 4.419 -0.037 2.096
C 1.992 -0.157 2.783
C 1.640 -0.204 1.472
C 0.266 -0.281 1.099
N -0.256 -0.314 -0.147
C 0.322 -0.331 -1.375
C 1.701 -0.452 -1.695
C 2.114 -0.453 -2.992
C 1.121 -0.329 -4.017
C -0.232 -0.236 -3.811
C -0.645 -0.242 -2.464
O -1.907 -0.164 -2.120
C -1.234 -0.144 -4.961
C -0.526 -0.156 -6.320
C -2.183 -1.349 -4.924
C -2.022 1.168 -4.860
C 3.603 -0.598 -3.324
C 3.865 -0.593 -4.830
C 4.369 0.568 -2.686
C 4.113 -1.924 -2.740
C -0.757 -0.275 2.144
O -1.992 -0.271 1.733
C -0.399 -0.259 3.510
C 0.946 -0.200 3.763
C -1.364 -0.294 4.708
C -0.984 -1.485 5.600
C -1.209 1.012 5.499
C -2.845 -0.447 4.345
H 4.626 1.309 4.434
H 2.950 1.250 4.958
H 3.378 2.111 3.475
H 4.781 -1.225 4.487
H 3.621 -2.213 3.595
H 3.115 -1.323 5.035
H 5.435 0.031 2.487
H 4.264 0.828 1.446
H 4.364 -0.947 1.493
H 2.406 -0.155 0.729
H 2.434 -0.588 -0.926
H 1.474 -0.330 -5.036
H 0.035 -1.077 -6.489
H 0.150 0.693 -6.445
H -1.278 -0.088 -7.106
H -1.629 -2.283 -5.046
H -2.892 -1.277 -5.750
H -2.752 -1.404 -3.997
H -1.348 2.028 -4.895
H -2.617 1.227 -3.948
H -2.702 1.249 -5.710
H 3.552 0.341 -5.303
H 3.370 -1.423 -5.341
H 4.935 -0.699 -5.007
H 4.009 1.532 -3.051
H 5.430 0.491 -2.930
H 4.281 0.562 -1.597
H 3.562 -2.776 -3.142
H 4.030 -1.948 -1.652
H 5.166 -2.056 -2.992
H 1.259 -0.173 4.800
H 0.027 -1.403 6.001
H -1.053 -2.427 5.051
H -1.665 -1.539 6.451
H -0.190 1.157 5.863
H -1.869 1.000 6.368
H -1.472 1.878 4.887
H -3.040 -1.366 3.789
H -3.223 0.394 3.764
H -3.409 -0.491 5.278
N -5.671 -2.038 1.888
C -5.023 -1.867 0.753
N -5.368 -0.784 -0.034
S -3.719 -2.824 0.257
H -6.475 -1.489 2.152
H -5.359 -2.758 2.523
H -6.165 -0.220 0.243
H -5.408 -1.029 -1.022
C -3.930 4.033 -0.124
C -3.083 2.810 -0.124
C -1.588 2.889 -0.189
O -3.635 1.701 -0.087
H -3.355 4.951 -0.068
H -4.637 3.974 0.705
H -4.522 4.029 -1.044
H -1.223 3.912 -0.215
H -1.244 2.368 -1.087
H -1.166 2.383 0.684
*
```

(2)
The following is a quantum chemistry calculation of a cluster of 2 separate species, C32H50N4P in total at a distorted geometry, from OMol25.

- F_max (eV/A) = 2.49
- LUMO (eV) = -4.3
- total energy (eV) = -49237.866
- frontier orbital gap (eV) = 5.12
- energy relative to the best compared isomer or geometry (same formula, charge and spin) (eV) = 0.228

Geometry as ORCA input:
```
! wB97M-V def2-TZVPD RIJCOSX def2/J DEFGRID3
* xyz 1 1
C 7.904 -1.077 0.229
C 7.297 -2.357 0.823
C 5.792 -2.100 0.952
N 5.536 -0.890 0.188
C 4.269 -0.439 -0.058
C 3.181 -0.932 0.707
C 1.896 -0.491 0.483
C 1.593 0.398 -0.595
C 0.264 0.846 -0.855
C -0.144 1.238 -2.177
C 0.216 0.431 -3.297
C -0.242 0.710 -4.571
C -0.917 1.940 -4.837
N -1.302 2.261 -6.110
C -1.522 3.625 -6.562
C -1.833 3.515 -8.065
C -2.147 2.035 -8.328
C -1.632 1.257 -7.109
C -1.184 2.806 -3.746
C -0.895 2.424 -2.443
C 2.701 0.872 -1.381
C 4.000 0.520 -1.082
C 6.731 -0.270 -0.359
H 8.383 -0.480 1.016
H 8.657 -1.296 -0.535
H 7.465 -3.205 0.150
H 7.733 -2.598 1.796
H 5.207 -2.959 0.579
H 5.504 -1.959 2.006
H 3.376 -1.655 1.505
H 1.078 -0.861 1.099
H -0.426 0.997 -0.026
H 0.854 -0.430 -3.127
H -0.024 0.031 -5.400
H -2.365 4.087 -6.019
H -0.647 4.269 -6.384
H -2.670 4.165 -8.335
H -0.959 3.823 -8.650
H -3.231 1.893 -8.412
H -1.684 1.680 -9.253
H -0.752 0.655 -7.375
H -2.393 0.549 -6.735
H -1.661 3.772 -3.938
H -1.160 3.076 -1.608
H 2.497 1.553 -2.209
H 4.839 0.933 -1.657
H 6.796 0.799 -0.092
H 6.741 -0.322 -1.461
C -0.288 -3.440 5.047
C -1.436 -2.889 4.199
C -2.006 -4.011 3.338
C -2.539 -2.382 5.131
N -0.909 -1.815 3.302
C -0.040 -0.782 3.897
C -0.782 0.376 4.535
C -1.852 1.013 3.652
N -2.538 0.127 2.721
C -3.819 0.613 2.178
C -4.910 0.411 3.230
C -4.186 -0.155 0.916
C -3.738 2.100 1.858
P -1.837 -1.226 2.054
H -1.081 -0.582 0.888
H 0.020 -2.728 5.825
H -0.614 -4.358 5.563
H 0.567 -3.695 4.404
H -2.914 -3.701 2.803
H -1.259 -4.349 2.613
H -2.271 -4.869 3.976
H -3.422 -2.011 4.586
H -2.862 -3.229 5.757
H -2.179 -1.594 5.805
H 0.565 -1.276 4.655
H 0.638 -0.399 3.117
H -1.246 0.063 5.481
H -0.060 1.153 4.806
H -2.635 1.449 4.290
H -1.393 1.844 3.098
H -4.697 0.967 4.156
H -5.856 0.781 2.812
H -5.035 -0.652 3.487
H -3.434 -0.023 0.130
H -4.320 -1.224 1.122
H -5.136 0.238 0.536
H -2.913 2.302 1.160
H -4.678 2.400 1.372
H -3.622 2.716 2.763
*
```

(3)
The following is a quantum chemistry calculation of a structure of composition C32H51N2O2PdSe, from OMol25.

- F_max (eV/A) = 0.27
- LUMO (eV) = -3.0
- total energy (eV) = -109907.673
- frontier orbital gap (eV) = 6.63
- energy relative to the best compared isomer or geometry (same formula, charge and spin) (eV) = 0.153

Geometry as ORCA input:
```
! wB97M-V def2-TZVPD RIJCOSX def2/J DEFGRID3
* xyz 1 1
Pd -0.098 0.443 -0.208
C -6.176 1.652 -3.615
C -6.257 0.343 -2.829
C -7.538 0.363 -1.984
C -6.324 -0.819 -3.830
C -5.046 0.152 -1.919
C -4.010 1.068 -1.830
C -2.923 0.806 -1.018
Se -1.565 2.160 -0.755
C -0.551 2.453 -2.358
C -1.104 3.151 -3.413
C -0.336 3.427 -4.534
C 0.981 2.979 -4.506
C 1.574 2.279 -3.454
C 0.790 2.024 -2.310
O 1.284 1.400 -1.230
C 3.052 1.884 -3.632
C 3.627 0.978 -2.536
C 3.898 3.165 -3.668
C 3.221 1.126 -4.960
C -0.947 4.181 -5.714
C -1.431 5.559 -5.242
C -2.139 3.383 -6.261
C 0.057 4.385 -6.848
C -2.796 -0.355 -0.229
O -1.685 -0.585 0.496
C -3.871 -1.267 -0.271
C -4.940 -0.979 -1.116
C -4.001 -2.553 0.571
C -2.801 -2.886 1.473
C -5.217 -2.408 1.500
C -4.200 -3.762 -0.354
H -7.056 1.748 -4.252
H -6.152 2.520 -2.953
H -5.295 1.680 -4.260
H -8.410 0.497 -2.627
H -7.674 -0.568 -1.432
H -7.515 1.183 -1.264
H -7.185 -0.698 -4.490
H -5.422 -0.852 -4.445
H -6.424 -1.780 -3.325
H -4.035 1.992 -2.392
H -2.136 3.478 -3.353
H 1.602 3.188 -5.365
H 3.629 1.465 -1.564
H 3.063 0.047 -2.453
H 4.657 0.732 -2.806
H 3.801 3.716 -2.731
H 4.952 2.917 -3.811
H 3.594 3.826 -4.480
H 2.612 0.219 -4.966
H 2.942 1.724 -5.826
H 4.266 0.836 -5.086
H -2.184 5.475 -4.457
H -0.600 6.148 -4.850
H -1.877 6.107 -6.074
H -2.914 3.249 -5.504
H -2.589 3.909 -7.106
H -1.822 2.395 -6.600
H 0.919 4.971 -6.523
H 0.414 3.434 -7.248
H -0.422 4.927 -7.663
H -5.753 -1.694 -1.153
H -2.585 -2.074 2.168
H -3.049 -3.790 2.037
H -1.924 -3.087 0.852
H -5.092 -1.556 2.170
H -6.137 -2.255 0.936
H -5.343 -3.309 2.105
H -3.347 -3.882 -1.026
H -4.310 -4.676 0.235
H -5.092 -3.661 -0.970
N 0.425 -3.548 1.975
C 0.967 -3.677 0.580
C 0.692 -2.377 -0.156
N 1.176 -1.167 0.538
C 0.863 -1.144 1.981
C 1.151 -2.451 2.700
H 0.513 -4.431 2.479
H -0.579 -3.320 1.923
H 0.464 -4.508 0.089
H 2.029 -3.905 0.678
H -0.386 -2.261 -0.281
H 1.141 -2.413 -1.147
H 2.167 -1.024 0.372
H -0.201 -0.918 2.083
H 1.424 -0.337 2.447
H 0.785 -2.413 3.724
H 2.206 -2.724 2.704
*
```

(4)
The following is a quantum chemistry calculation of a structure of composition C32H52BiClN2O4SSi, from OMol25.

- F_max (eV/A) = 0.37
- LUMO (eV) = 4.1
- total energy (eV) = -82275.507
- frontier orbital gap (eV) = 5.43
- energy relative to the best compared isomer or geometry (same formula, charge and spin) (eV) = 0.305

Geometry as ORCA input:
```
! wB97M-V def2-TZVPD RIJCOSX def2/J DEFGRID3
* xyz -2 1
Bi -0.634 0.456 0.260
C -2.576 -2.869 1.477
C -3.481 -1.884 0.718
N -3.258 -0.481 1.019
C -3.902 0.094 2.159
C -3.369 -0.428 3.493
S -1.567 -0.228 3.672
C -0.975 -1.916 3.921
C -0.432 -2.674 2.682
N -1.199 -2.436 1.495
H -2.712 -3.864 1.024
H -2.906 -2.976 2.513
H -4.535 -2.181 0.870
H -3.271 -1.984 -0.346
H -3.419 0.047 0.161
H -4.998 -0.062 2.160
H -3.733 1.174 2.119
H -3.620 -1.477 3.641
H -3.844 0.131 4.302
H -1.789 -2.467 4.394
H -0.175 -1.842 4.662
H -0.374 -3.740 2.977
H 0.588 -2.354 2.481
H -0.683 -2.562 0.631
O -0.884 -1.442 -1.927
C -1.641 -1.460 -3.118
C -2.968 -0.646 -2.845
O -3.785 -0.620 -3.785
O -3.043 -0.147 -1.712
C -0.882 -0.784 -4.254
C -1.383 -0.814 -5.557
C -0.706 -0.183 -6.586
C 0.486 0.490 -6.337
C 0.991 0.520 -5.048
C 0.311 -0.115 -4.014
C -1.935 -2.924 -3.471
C -3.209 -3.478 -3.466
C -3.390 -4.835 -3.712
C -2.304 -5.656 -3.969
C -1.025 -5.111 -3.975
C -0.848 -3.759 -3.730
H 0.004 -1.852 -1.991
H -2.324 -1.316 -5.740
H -1.114 -0.210 -7.591
H 1.013 0.986 -7.144
H 1.918 1.038 -4.834
H 0.725 -0.099 -3.013
H -4.060 -2.833 -3.292
H -4.392 -5.249 -3.702
H -2.448 -6.714 -4.158
H -0.164 -5.741 -4.162
H 0.155 -3.344 -3.718
C 3.785 3.527 0.124
C 2.854 2.331 -0.129
C 3.733 1.141 -0.543
C 1.983 2.663 -1.352
Si 1.692 1.831 1.382
C 1.026 3.486 2.196
C 2.027 4.234 3.085
C 0.545 4.461 1.108
C -0.217 3.166 3.042
C 2.789 0.885 2.692
C 2.053 0.825 4.036
C 4.190 1.465 2.949
C 2.970 -0.562 2.224
H 4.428 3.676 -0.755
H 4.441 3.365 0.984
H 3.240 4.458 0.290
H 4.234 1.381 -1.492
H 3.160 0.220 -0.694
H 4.518 0.932 0.188
H 2.633 2.866 -2.214
H 1.331 3.523 -1.199
H 1.333 1.831 -1.633
H 2.940 4.508 2.550
H 2.314 3.659 3.967
H 1.565 5.167 3.442
H 1.367 4.884 0.526
H 0.033 5.304 1.597
H -0.165 3.963 0.442
H -0.019 2.464 3.853
H -1.009 2.759 2.410
H -0.593 4.097 3.493
H 1.970 1.795 4.526
H 2.599 0.154 4.716
H 1.037 0.428 3.919
H 4.164 2.503 3.285
H 4.821 1.418 2.060
H 4.692 0.877 3.732
H 2.013 -1.037 2.008
H 3.479 -1.140 3.011
H 3.549 -0.654 1.308
Cl 1.738 -2.214 -0.764
O -1.479 2.181 -0.008
*
```

(5)
The following is a quantum chemistry calculation of the ion C32H52N11O7 with charge +1 at a distorted geometry, from OMol25.

- F_max (eV/A) = 1.27
- LUMO (eV) = -1.4
- total energy (eV) = -64746.331
- frontier orbital gap (eV) = 9.82
- energy relative to the best compared isomer or geometry (same formula, charge and spin) (eV) = 0.006

Geometry as ORCA input:
```
! wB97M-V def2-TZVPD RIJCOSX def2/J DEFGRID3
* xyz 1 1
C -5.545 -2.030 -1.930
C -5.075 -0.934 -2.032
C -4.494 0.396 -2.134
H -3.618 0.355 -2.792
O -4.016 0.932 -0.904
C -5.015 1.332 0.013
C -5.370 0.225 1.004
H -6.229 0.536 1.614
O -4.236 0.013 1.820
C -4.367 -1.093 2.687
C -3.189 -1.070 3.652
H -3.162 -0.098 4.155
O -2.000 -1.277 2.910
C -0.808 -0.962 3.604
H -0.007 -1.359 2.971
H -0.797 -1.467 4.576
C -0.595 0.564 3.770
N 0.729 0.962 3.382
C 1.113 1.557 2.242
N 2.423 1.740 2.130
C 2.831 2.361 1.024
N 4.149 2.589 0.882
C 4.714 2.946 -0.401
H 5.238 3.903 -0.322
C 5.691 1.834 -0.832
N 5.235 0.568 -0.285
C 4.573 -0.271 -1.104
O 4.390 -0.035 -2.281
C 4.023 -1.576 -0.491
N 2.637 -1.325 -0.185
C 1.669 -0.935 -1.038
C 0.536 -0.863 -0.254
N 0.892 -1.196 1.005
N 2.146 -1.466 1.034
C -0.868 -0.534 -0.637
N -1.559 0.116 0.500
H -1.709 -0.554 1.281
H -0.942 0.917 0.886
H -0.834 0.190 -1.460
C -1.659 -1.777 -1.102
C -1.556 -2.919 -0.095
H -2.266 -3.700 -0.352
H -0.557 -3.343 -0.124
H -1.768 -2.591 0.919
H -2.707 -1.475 -1.188
C -1.166 -2.221 -2.486
C -2.097 -3.230 -3.149
H -3.111 -2.840 -3.206
H -1.753 -3.443 -4.157
H -2.113 -4.165 -2.597
H -1.084 -1.345 -3.135
H -0.174 -2.660 -2.384
H 1.852 -0.740 -2.072
C 4.181 -2.727 -1.493
C 3.940 -4.088 -0.844
C 2.501 -4.309 -0.445
O 1.541 -3.860 -1.015
O 2.407 -5.095 0.625
H 1.483 -5.272 0.861
H 4.570 -4.233 0.035
H 4.185 -4.875 -1.563
H 3.490 -2.584 -2.324
H 5.195 -2.691 -1.891
H 4.518 -1.842 0.445
C 5.318 0.491 1.164
H 4.541 -0.165 1.554
C 5.077 1.900 1.745
H 5.998 2.483 1.788
H 4.644 1.825 2.741
H 6.301 0.112 1.466
H 5.721 1.747 -1.918
H 6.700 2.026 -0.459
H 3.892 3.047 -1.109
N 2.008 2.841 0.087
C 0.716 2.658 0.306
N 0.200 1.953 1.336
N -0.143 3.173 -0.606
H -2.487 0.450 0.195
C 0.399 3.960 -1.701
H 1.363 3.541 -1.986
H 0.544 5.000 -1.385
C -0.579 3.912 -2.875
O -1.858 4.364 -2.498
C -2.380 3.576 -1.459
H -2.496 2.537 -1.800
H -3.360 3.992 -1.221
C -1.474 3.608 -0.225
H -1.864 2.969 0.565
H -1.424 4.642 0.146
H -0.645 2.882 -3.259
H -0.244 4.573 -3.675
H 1.499 0.654 3.956
H -0.748 0.865 4.811
H -1.307 1.108 3.145
H -3.305 -1.861 4.403
H -4.366 -2.028 2.110
H -5.303 -1.030 3.257
H -5.632 -0.696 0.467
H -5.917 1.661 -0.512
H -4.595 2.177 0.567
H -5.235 1.077 -2.576
H -5.964 -2.990 -1.865
*
```